Molecular formula: C13H25MnNO6
Method: DFT, wB97M-V/def2-TZVPD

The geometry in ORCA input format:
```
! wB97M-V def2-TZVPD RIJCOSX def2/J DEFGRID3
* xyz 2 2
Mn 0.06015 0.53676 -0.61838
C -0.01586 2.97569 0.84864
C 0.74938 3.46889 -0.34438
O 1.12261 2.29197 -1.09345
C 1.11427 2.44920 -2.52324
C -0.29365 2.27389 -3.01828
O -0.73976 1.01438 -2.48700
C -2.13836 0.74136 -2.68037
C -2.48536 -0.41259 -1.77686
O -1.99821 -0.13904 -0.45329
C -2.85555 0.71349 0.33670
C -1.95263 1.52746 1.21318
O -1.03371 2.13114 0.28736
H -0.45096 3.79863 1.41646
H 0.61775 2.37937 1.51143
H 1.63881 4.02846 -0.05837
H 0.11225 4.09761 -0.96741
H 1.76289 1.66699 -2.91304
H 1.52427 3.41601 -2.81530
H -0.30004 2.25033 -4.10984
H -0.97142 3.05981 -2.67761
H -2.32118 0.46245 -3.71975
H -2.70844 1.64580 -2.45577
H -1.98745 -1.32432 -2.10195
H -3.56073 -0.59249 -1.77026
H -3.55764 0.11483 0.91653
H -3.41339 1.36940 -0.33347
H -1.39891 0.89826 1.90679
H -2.50872 2.28277 1.76972
O 1.57674 -0.86013 -0.51555
C 1.32690 -1.06303 0.69261
O 0.40641 -0.41779 1.27974
C 2.16194 -2.07785 1.44548
N 1.47276 -2.37621 2.76576
C 0.88631 -3.76654 2.64174
C 1.91535 -4.48115 1.78779
C 2.31029 -3.43812 0.73485
H 3.12129 -1.60967 1.66321
H 0.76172 -1.65227 2.91356
H 2.13472 -2.34007 3.53878
H -0.07186 -3.65729 2.13611
H 0.72888 -4.18126 3.63314
H 1.50967 -5.38943 1.34913
H 2.77483 -4.76386 2.39808
H 1.64860 -3.47253 -0.12873
H 3.32503 -3.57933 0.37552
*
```

The energy above the lowest of the compared OMol25 structures with the same formula, charge and spin is 0.2313 eV. For the HOMO energy (alpha / beta), the calculation gives -0.5721 / -0.5508 hartree.

=====

Molecular formula: C11H15Cl2N2O
Method: DFT, wB97M-V/def2-TZVPD

The geometry in ORCA input format:
```
! wB97M-V def2-TZVPD RIJCOSX def2/J DEFGRID3
* xyz 1 1
C -4.21392 1.20365 0.59601
C -3.86366 -0.13021 -0.23965
C -2.27497 -0.25578 -0.61533
C -1.61468 -1.59220 -0.01008
O -1.07183 -1.27141 1.30996
N 0.29081 -1.20910 1.28213
C 0.92202 -1.97677 2.30859
C 2.49479 -1.92379 2.38673
C 3.20767 -1.02792 1.30762
C 2.20953 -0.33027 0.29231
C 2.93919 0.54444 -0.84224
Cl 4.53547 -0.12078 -1.45885
C 2.43150 1.75661 -1.36848
C 3.23297 2.52915 -2.54471
Cl 0.88788 2.50078 -0.77227
N 0.80236 -0.44295 0.33347
H -3.36026 1.97899 0.58773
H -4.55615 1.00321 1.67346
H -5.08324 1.71586 0.03083
H -4.18353 -1.01743 0.43311
H -4.45880 -0.15450 -1.22764
H -2.16119 -0.13791 -1.74428
H -1.79061 0.67227 -0.12466
H -0.89763 -2.13304 -0.71162
H -2.49156 -2.32548 0.17289
H 0.38870 -2.62214 3.07661
H 3.07527 -2.51733 3.16457
H 4.33604 -0.90067 1.26917
H 2.61465 3.41017 -2.96481
H 3.42019 1.83906 -3.45409
H 4.23300 2.93550 -2.14650
*
```

Its SMILES is CCCCO[n+]1cccc(/C(Cl)=C(/C)Cl)n1. For the HOMO energy, the calculation gives -0.4660 hartree.

=====

Molecular formula: C14H11N5O4
Method: DFT, wB97M-V/def2-TZVPD

The geometry in ORCA input format:
```
! wB97M-V def2-TZVPD RIJCOSX def2/J DEFGRID3
* xyz 0 1
N 1.02571 3.48673 -2.48003
C 1.03881 3.21359 -1.35089
C 1.05610 2.90268 0.01050
C -0.06351 2.35251 0.60402
C -0.01557 2.07798 1.96498
N -0.89005 1.55373 2.89788
O -2.04459 1.17248 2.58636
O -0.37061 1.49692 4.14049
N 0.85349 1.97653 4.02483
C 1.10139 2.33459 2.74669
C 2.25548 2.88361 2.13087
N 3.46541 3.16632 2.86708
O 3.46242 3.06620 4.10108
O 4.46523 3.50799 2.22339
C 2.21197 3.14833 0.78685
H -0.95211 2.13938 0.03369
H 3.09428 3.55954 0.31809
C 0.26428 -4.87713 -1.66612
C -0.48685 -3.58858 -1.68591
C -1.65155 -3.45908 -2.43623
C -2.37795 -2.28840 -2.42154
C -1.97520 -1.20810 -1.63255
N -2.74301 -0.04570 -1.54419
C -0.78745 -1.32905 -0.90695
C -0.06050 -2.49840 -0.93660
H 1.15358 -4.81315 -1.03851
H -0.36039 -5.67887 -1.27141
H 0.59130 -5.16654 -2.66485
H -1.98607 -4.28861 -3.03587
H -3.26881 -2.19140 -3.01920
H -2.75236 0.47762 -0.67836
H -3.66545 -0.02954 -1.95705
H -0.44176 -0.48422 -0.33799
H 0.85433 -2.56995 -0.37253
*
```

The energy above the lowest of the compared OMol25 structures with the same formula, charge and spin is 0.0759 eV. For the HOMO energy, the calculation gives -0.2932 hartree.

=====

Molecular formula: H12O6
Method: DFT, wB97M-V/def2-TZVPD

The geometry in ORCA input format:
```
! wB97M-V def2-TZVPD RIJCOSX def2/J DEFGRID3
* xyz 0 1
O -0.70185 1.47258 -0.96382
H -0.97414 2.27679 -1.40986
H 0.34449 1.54173 -0.65231
O 2.00211 1.14632 -0.45189
H 1.89167 0.28347 -0.95597
H 1.89474 0.81989 0.47829
O 1.38366 -0.32610 1.67961
H 0.38914 -0.13838 1.78579
H 1.27736 -0.99043 0.95642
O 1.23966 -1.42538 -0.76750
H 1.45281 -2.43701 -0.89325
H 0.25878 -1.42783 -0.80005
O -1.64796 -1.20944 -0.86496
H -1.64237 -0.29464 -1.30053
H -1.71894 -0.99519 0.10985
O -1.54607 0.24090 1.42021
H -2.29513 0.56556 1.94646
H -1.60795 0.89718 0.68349
*
```

The energy above the lowest of the compared OMol25 structures with the same formula, charge and spin is 0.7945 eV. Its SMILES is O.O.O.O.O.O. For the HOMO energy, the calculation gives -0.4041 hartree.

=====

Calculated strongest force on any atom, 1.7; 5.4; 5.5; 3.8 eV/A (same order as the records).